99
Properties=species:S:1:pos:R:3:forces:R:3 method="wB97M-V/def2-TZVPD" homo_energy_ev=-3.90 total_charge=-1 de_lowest_kcal_mol=34.1
H -5.54069 -7.19634 -1.12506 -0.01 0.01 0.02
H -3.12033 -1.59158 -3.16454 -0.02 -0.04 0.02
C -0.63118 0.28118 1.98191 0.12 -0.04 -0.07
C -1.62255 -6.14631 1.02747 -0.01 -0.01 -0.01
C 3.15746 3.04819 -0.36900 0.00 -0.03 0.01
H -1.54765 -0.30626 1.92676 -0.02 0.00 0.02
C 2.01245 -3.20217 -1.61111 0.05 -0.01 -0.26
C -5.67593 0.07152 0.67900 -0.03 0.00 0.01
C -4.91804 -0.80151 1.44865 -0.01 0.00 0.02
H 2.41050 -1.19444 2.40541 -0.01 0.00 0.01
O 2.89562 2.07767 -1.06534 0.26 0.44 0.02
H 0.43967 4.49873 -2.37665 0.00 0.01 0.01
C -0.69622 -3.96205 0.64497 0.07 -0.02 0.00
H 2.80837 4.91112 -1.55480 -0.02 0.01 -0.02
H -5.75542 -4.88532 -2.02942 -0.01 0.00 0.00
H -4.03695 -3.21493 -1.56652 0.04 -0.01 -0.03
H -1.58872 -7.13166 1.47960 0.00 0.00 -0.01
C 2.67194 -4.33476 -1.13632 -0.06 -0.04 0.00
C 3.86706 -4.18032 -0.44758 0.06 -0.05 0.03
C -3.71846 -6.77572 -0.11038 0.00 0.02 0.04
H 3.92644 3.59130 3.45133 -0.04 0.02 0.01
H 0.18032 -0.37859 1.66483 0.02 0.00 0.02
H 5.87539 2.32087 2.18038 0.00 0.01 0.00
H 0.01546 4.16510 1.30376 -0.01 0.01 0.00
H 2.94353 6.84543 1.67499 -0.02 0.01 -0.01
C -2.52992 3.29946 -2.10111 -0.06 -0.05 0.08
C -3.24510 -0.96628 -0.31081 0.00 0.00 0.03
H -3.63141 -7.76565 0.32393 0.00 -0.01 0.00
C 4.12303 4.48127 2.86017 -0.09 0.03 0.03
Ge -1.57262 -1.79403 -1.05504 -0.15 0.18 -0.22
C 3.10666 4.46838 -0.62185 0.02 -0.04 0.02
C -2.58934 2.35924 1.16474 -0.07 0.01 -0.13
H -5.26462 -1.09389 2.43346 0.00 -0.01 0.00
C 5.10592 1.56431 2.27239 0.05 -0.07 -0.07
H 4.63283 -1.57991 3.43159 0.00 -0.01 0.00
Si -0.89241 2.39323 -2.33013 0.01 0.31 -0.18
H 6.35140 0.19440 3.34413 0.00 0.01 0.01
C -4.89290 -5.15083 -1.43066 -0.02 -0.04 0.01
C -4.00838 -0.05895 -1.04807 0.00 -0.06 -0.06
H -2.81145 3.32569 0.71000 0.01 0.03 0.03
Cl 0.67999 -3.49115 -2.68845 -0.08 0.10 0.02
H 4.54980 6.92187 0.94553 0.00 0.00 0.02
C 2.43392 -1.88927 -1.38652 -0.31 0.17 0.26
H -0.40745 0.42425 -3.80707 0.04 0.01 -0.06
C -1.20319 1.16864 -3.72729 -0.05 -0.12 0.05
Cl 5.96089 -2.72698 0.42378 -0.02 0.00 -0.01
C -3.72551 -1.31244 0.95559 -0.01 0.02 -0.04
C 3.52354 6.58388 0.78876 0.02 -0.02 -0.02
C -2.70584 -5.82344 0.17128 0.01 -0.08 0.01
H -3.29491 2.64956 -1.67146 -0.02 0.01 0.00
C -0.64834 -5.22785 1.27439 0.01 0.03 -0.01
C -1.71598 -3.59263 -0.19545 0.08 0.03 0.10
C 3.70200 -1.80346 -0.80455 0.10 0.06 -0.04
H 3.10894 7.12175 -0.06021 0.02 0.01 -0.01
H -3.28296 1.62744 0.75113 0.00 0.01 0.04
H 0.81312 2.32299 -0.73198 -0.04 0.15 -0.02
C -2.77656 -4.53138 -0.40834 0.02 0.00 0.02
C -5.21348 0.44529 -0.57381 0.00 -0.01 -0.03
H -0.15442 3.32184 2.85323 -0.03 -0.01 0.01
Cl 2.03328 -5.91957 -1.39099 0.02 0.02 0.00
C 2.88280 0.78877 1.76512 -0.02 0.02 0.03
C 3.46743 5.11954 0.51762 -0.08 0.03 0.04
H -1.24827 1.71229 -4.67498 -0.01 0.02 0.00
C -3.92499 -4.21998 -1.18385 0.00 0.04 0.00
C 4.40788 -0.63165 2.96176 0.01 0.00 -0.01
H 5.17784 4.74784 2.97135 0.01 -0.03 0.01
C -2.16736 -2.08240 -2.95531 -0.02 -0.11 -0.01
N 3.77074 4.22837 1.48782 0.13 0.00 -0.03
H -2.89221 3.65500 -3.06980 0.01 0.01 -0.02
Hg 0.74392 -0.26753 -1.20585 0.01 -0.74 0.16
H -0.45725 0.54492 3.02942 -0.03 0.03 0.01
H -2.42455 4.16258 -1.44005 0.02 0.03 -0.01
Cl 4.70518 -5.55827 0.17114 -0.03 0.02 0.02
H 3.50906 5.29236 3.25024 0.00 0.00 0.01
C 4.40841 -2.90836 -0.32190 0.02 -0.01 0.03
H 0.12201 -3.26766 0.81734 -0.01 0.01 0.00
H 1.92248 0.96638 1.30674 0.00 -0.02 -0.07
H -2.78480 2.43438 2.23841 0.01 -0.01 0.02
H -1.42445 -1.68487 -3.64408 0.01 0.00 -0.03
C 5.37315 0.36568 2.91382 -0.02 -0.01 0.00
C 3.16561 -0.41861 2.38337 -0.03 0.03 0.06
C -4.78031 -6.45680 -0.90481 -0.01 0.03 -0.02
H 1.27331 3.19745 -3.23172 0.02 0.01 0.02
H -2.28037 -3.14743 -3.16424 -0.01 -0.01 0.00
H -2.14134 0.62236 -3.61762 0.02 -0.02 0.02
C 0.17505 3.21093 1.81613 -0.01 0.05 -0.02
H -0.06580 4.05363 -4.01638 -0.02 0.01 0.00
H -3.65983 0.26287 -2.02401 -0.04 -0.03 -0.02
C 3.85747 1.77200 1.69647 0.07 0.05 -0.02
H 1.24938 3.02631 1.82257 0.03 0.00 0.01
Si -0.80013 1.84621 0.92683 0.04 0.09 0.16
C 0.29703 3.65989 -3.06334 0.07 -0.01 -0.01
H -6.61764 0.45557 1.05234 0.01 0.01 0.01
H -3.16062 -2.01077 1.56560 -0.02 -0.04 -0.01
H 0.17643 -5.46794 1.93508 0.02 -0.01 -0.02
Cl 4.54382 -0.28768 -0.77200 -0.07 -0.07 -0.10
N 3.58789 2.95418 0.96603 -0.02 -0.02 0.04
H -5.78993 1.13174 -1.18389 0.01 0.02 0.01
C -0.10762 1.74374 -0.79411 0.11 -0.31 0.10